No. 1
18
Properties=species:S:1:pos:R:3:forces:R:3 method="wB97M-V/def2-TZVPD" smiles="NNC(=O)Cc1nnc(N)s1" de_lowest_kj_mol=301.0 orbital_gap_ev=9.9 charge=0 multiplicity=1 e_lumo_ev=0.56 homo_energy_ha=-0.342 e_tot_ha=-903.7044
N -1.19844 -2.47839 -0.65517 -0.4 -0.7 -2.9
N -1.24461 -2.42768 0.74982 0.9 -1.6 0.0
C -1.19251 -1.26765 1.49097 -0.1 1.5 -2.0
O -0.68196 -1.22911 2.57622 -0.3 -0.1 0.6
C -1.58606 0.02601 0.70425 0.1 2.0 1.1
C -0.26486 0.55085 0.04020 1.8 -1.2 -2.2
N 0.84330 -0.02379 -0.46893 -1.0 -0.5 0.5
N 1.87958 0.85269 -0.92108 -2.4 -2.5 1.6
C 1.53267 2.06171 -0.67206 0.8 0.7 -0.3
N 2.47022 3.04907 -0.93327 0.6 -3.3 -5.6
S -0.12953 2.18886 -0.24348 -0.2 3.2 0.9
H -0.38295 -1.94681 -0.99802 -0.3 -0.6 0.1
H -1.24002 -3.48645 -1.16580 0.0 3.2 2.5
H -0.47003 -2.97532 1.05732 0.2 -0.7 1.1
H -2.51264 -0.04875 0.03635 1.7 -0.2 0.6
H -1.79242 0.96311 1.44412 0.2 -2.7 -1.3
H 2.78987 3.66639 -0.25892 0.8 1.0 1.2
H 3.18040 2.52525 -1.78251 -2.3 2.6 4.0



No. 2
19
Properties=species:S:1:pos:R:3:forces:R:3 method="wB97M-V/def2-TZVPD" de_lowest_kj_mol=110.1 orbital_gap_ev="8.0 / 9.9" charge=0 multiplicity=2 e_lumo_ev="0.33 / 0.24" homo_energy_ha="-0.280 / -0.357" e_tot_ha=-571.9110
H -0.22658 -0.54162 1.98324 -0.9 0.2 -0.2
C -1.72261 0.29811 0.70730 1.6 0.7 0.0
C -0.82608 0.19972 -0.48215 1.9 -1.2 0.5
C 0.79461 -0.07460 -0.25524 -1.8 0.1 1.1
C 1.67732 0.66685 -1.24337 0.1 -0.2 -0.2
C 1.21328 -1.52528 -0.04773 -0.5 -1.7 -0.8
O 0.50577 -2.51680 -0.06868 0.9 1.5 -0.2
O 1.16199 0.41962 1.01953 -0.1 0.1 2.0
O 0.72537 -0.55137 2.08313 1.5 1.0 -1.1
O -0.86598 1.46516 -1.10544 -1.3 0.2 -0.8
O -2.70726 -0.58804 0.86146 -1.3 -0.4 1.3
H -1.66961 1.17831 1.36176 0.0 -0.4 -0.3
H -1.07765 -0.70516 -1.07191 -0.6 0.7 -0.2
H 1.47430 0.30021 -2.25579 0.0 0.1 0.1
H 1.47451 1.73907 -1.20831 0.0 -0.2 0.0
H 2.74059 0.49617 -1.01039 -0.4 0.0 0.0
H 2.31397 -1.57345 0.17385 -0.5 -0.1 0.0
H -1.82597 1.67903 -1.15236 1.0 0.1 -0.1
H -3.15997 -0.36594 1.71112 0.3 -0.5 -1.1



No. 3
15
Properties=species:S:1:pos:R:3:forces:R:3 method="wB97M-V/def2-TZVPD" smiles=CSn1cccc1O de_lowest_kj_mol=105.7 orbital_gap_ev=8.5 charge=0 multiplicity=1 e_lumo_ev=0.60 homo_energy_ha=-0.289 e_tot_ha=-722.8778
C -0.15843 -2.31828 -0.93352 -0.3 -0.1 0.7
S 0.94456 -0.88246 -1.10013 -0.2 -0.2 0.1
N 0.37531 0.10290 0.14385 -0.1 0.2 0.2
C 0.86595 0.16051 1.45922 0.1 -0.3 -0.5
C 0.09006 1.05745 2.12385 0.5 -0.3 0.8
C -0.89625 1.57608 1.25752 -0.6 0.1 -1.0
C -0.70370 0.97439 0.04080 0.4 -0.2 0.3
O -1.40277 1.07576 -1.10827 0.2 0.0 -0.4
H -1.20973 -2.00664 -1.05988 0.5 -0.2 0.0
H -0.02860 -2.82442 0.05067 0.0 0.5 -0.7
H 0.12280 -3.02883 -1.70983 0.0 0.1 -0.1
H 1.72118 -0.46182 1.72638 -0.4 0.4 0.0
H 0.20529 1.31234 3.16423 0.0 0.0 0.0
H -1.66736 2.30727 1.46720 0.2 -0.2 0.0
H -0.84738 0.79422 -1.86471 -0.2 0.1 0.5